1.
Molecular formula: C24H16AuCl2F6N3O6S4
Method: DFT, ωB97M-V/def2-TZVPD

gap between HOMO and LUMO (spin up / spin down): 0.180 / 0.174 Ha
relative energy (zero: lowest compared OMol25 entry of this formula, charge and spin): 13.320 eV
net charge: 0
HOMO energy (spin up / spin down): -8.059 / -7.923 eV
spin multiplicity: 3
electronic energy: -4787.35343 a.u.
expectation value of S²: 2.03

```
62
Properties=species:S:1:pos:R:3:forces:R:3:nbo_charge:R:1
Au 0.13805 0.34132 0.48427 0.1 0.4 -0.6 0.999
Cl -1.67647 1.13109 2.66109 -1.2 1.6 -2.6 1.186
C -2.44320 0.30948 1.71454 -0.8 -1.0 0.5 -0.262
C -4.28170 0.59442 0.16117 -0.1 0.0 0.0 -0.174
C -5.51336 0.13040 0.39468 0.0 0.0 0.0 -0.200
C -5.43997 -1.14267 1.12544 0.0 0.0 0.0 -0.235
C -4.15506 -1.45618 1.31974 -0.1 0.2 0.0 -0.012
Cl -3.52115 -2.81416 2.12605 0.0 0.0 0.1 0.066
C -3.28161 -0.36261 0.76072 0.9 0.2 -0.7 -0.361
S -1.89393 -0.85528 -0.39928 0.5 0.0 0.0 -0.212
H -3.97359 1.48187 -0.36834 0.0 0.0 0.0 0.238
H -6.43621 0.59889 0.08625 0.0 0.0 0.0 0.229
H -6.28479 -1.72659 1.45673 0.0 0.0 0.0 0.235
C -1.76313 -1.83898 -6.27550 0.0 0.0 0.0 -0.630
C -0.82157 -1.71779 -5.10870 0.0 0.0 0.0 0.004
C -1.10784 -2.31641 -3.89041 0.0 0.0 0.0 -0.206
C -0.25226 -2.17530 -2.80428 0.0 -0.1 -0.1 -0.203
C 0.89631 -1.42113 -2.94658 0.0 0.0 0.1 -0.276
C 1.21687 -0.82861 -4.16157 0.0 0.0 0.0 -0.184
C 0.35914 -0.98209 -5.23304 0.0 0.0 0.0 -0.218
S 1.95369 -1.18801 -1.55009 -0.2 0.4 0.5 2.302
O 3.32283 -1.29041 -1.97172 0.0 -0.2 -0.1 -0.943
O 1.46642 -2.04369 -0.49534 0.1 -0.2 -0.3 -0.959
N 1.61885 0.36668 -1.09606 0.2 -0.6 -0.2 -0.992
C 2.68745 1.27577 -0.98456 -0.4 -0.2 0.0 0.241
C 3.64047 1.47053 -1.95371 0.0 0.3 -0.2 -0.240
C 4.63741 2.45617 -1.81463 -0.1 -0.2 0.0 -0.180
C 4.72045 3.21670 -0.68685 0.1 0.1 0.0 -0.210
C 3.80944 2.99362 0.36410 -0.1 0.0 0.1 -0.082
C 3.90986 3.64419 1.61329 0.0 0.0 0.0 -0.112
C 3.05633 3.30941 2.62153 0.0 0.0 0.0 -0.262
C 2.06376 2.34395 2.37802 0.0 -0.1 0.1 0.093
N 1.91024 1.75640 1.21929 -0.3 -0.5 -0.2 -0.470
C 2.78046 2.03768 0.20644 0.1 0.0 0.2 0.103
H -2.56311 -2.54760 -6.06654 0.0 0.0 0.0 0.216
H -1.23639 -2.16861 -7.17200 0.0 0.0 0.0 0.221
H -2.21854 -0.87276 -6.50098 0.0 0.0 0.0 0.223
H -2.01357 -2.90050 -3.77929 0.0 0.0 0.0 0.213
H -0.46395 -2.65423 -1.85877 0.0 0.0 0.0 0.253
H 2.13628 -0.26818 -4.26868 0.0 0.0 0.0 0.223
H 0.60603 -0.52867 -6.18594 0.0 0.0 0.0 0.212
H 3.61476 0.86523 -2.84496 0.0 0.0 0.0 0.231
H 5.34780 2.59882 -2.61846 0.0 0.0 0.0 0.219
H 5.48849 3.97096 -0.57247 0.0 0.0 0.0 0.213
H 4.68744 4.38349 1.76280 0.0 0.0 0.0 0.220
H 3.12544 3.76371 3.59955 0.0 0.0 0.0 0.227
H 1.39192 2.04682 3.16879 0.0 0.1 0.0 0.203
F -0.38637 -3.18094 1.85330 0.0 0.1 -0.1 -0.288
C 0.42601 -3.59650 2.80614 -0.5 -0.2 0.1 0.754
F -0.13223 -4.62677 3.44123 0.0 0.0 0.0 -0.307
F 1.57674 -3.97374 2.28650 0.1 0.1 0.1 -0.282
S 0.77804 -2.23477 4.00473 1.1 -0.7 -0.4 2.172
O 1.39601 -1.22453 3.17655 -0.2 0.2 0.2 -0.944
O 1.52690 -2.81384 5.06477 -0.3 -0.1 0.2 -0.869
N -0.72767 -1.67842 4.43288 1.0 1.2 -1.2 -1.058
S -0.57898 -0.12226 4.49542 -0.2 -2.6 4.4 1.526
O -0.76322 2.20150 2.16693 0.1 0.7 0.5 -0.876
O 0.31080 0.34253 5.52470 0.5 0.4 -0.5 -0.735
C -2.96939 2.30802 3.64016 0.1 0.8 0.3 0.846
F -4.07246 1.60302 3.76122 0.0 0.0 0.0 -0.293
F -3.15796 3.37900 2.90591 -0.2 0.0 0.0 -0.286
F -2.47097 2.63056 4.82382 -0.1 -0.1 0.0 -0.303
```
Forces are in eV/Å.

***

2.
Molecular formula: C3H9NS2
Method: DFT, ωB97M-V/def2-TZVPD

gap between HOMO and LUMO: 0.340 Ha
relative energy (zero: lowest compared OMol25 entry of this formula, charge and spin): 0.205 eV
net charge: 0
HOMO energy: -8.477 eV
SMILES string: C[C@H](N)CSS
spin multiplicity: 1
electronic energy: -970.82418 a.u.

```
15
Properties=species:S:1:pos:R:3:forces:R:3:nbo_charge:R:1
N 1.26426 0.36209 -1.27231 -0.5 -0.4 -0.5 -0.829
C 0.18631 -0.26696 -0.49283 0.3 0.4 0.8 -0.079
C 0.48736 -1.68565 -0.06372 0.4 -1.4 0.1 -0.630
C -0.13945 0.67537 0.67046 0.0 0.3 -0.4 -0.513
S -0.93162 2.19732 -0.02476 0.9 -0.1 0.2 0.091
S -2.84601 1.92447 0.55222 -0.6 -0.2 0.0 -0.133
H 1.46396 -0.22807 -2.07318 0.0 0.2 -0.1 0.357
H 2.13777 0.43721 -0.76908 -0.1 -0.1 0.4 0.353
H -0.73016 -0.28565 -1.07591 0.0 0.0 -0.5 0.198
H 1.32515 -1.76695 0.64556 -0.1 0.3 -0.1 0.203
H 0.77309 -2.30442 -0.93238 0.0 0.4 0.1 0.210
H -0.33748 -2.27258 0.37571 0.0 0.7 0.0 0.216
H 0.75110 1.03224 1.20616 -0.1 -0.3 -0.2 0.216
H -0.81475 0.21200 1.39620 0.0 0.2 -0.2 0.228
H -2.58954 1.96956 1.85785 -0.2 0.2 0.4 0.113
```
Forces are in eV/Å.

***

3.
Molecular formula: C4H6N2
Method: DFT, ωB97M-V/def2-TZVPD

gap between HOMO and LUMO: 0.356 Ha
relative energy (zero: lowest compared OMol25 entry of this formula, charge and spin): 5.242 eV
net charge: 0
HOMO energy: -8.797 eV
spin multiplicity: 1
electronic energy: -265.34293 a.u.

```
12
Properties=species:S:1:pos:R:3:forces:R:3:nbo_charge:R:1
C 0.53294 -0.60526 2.28591 0.0 -0.1 0.1 -0.689
C -0.04754 0.30506 1.30079 -0.2 0.4 -0.2 -0.015
C -0.55823 1.10118 0.55563 0.2 -0.4 0.3 -0.265
N -1.04153 1.04024 -2.42383 0.1 -0.1 -0.1 -0.562
N -0.34757 0.00441 -2.32090 0.2 -0.6 -0.1 0.005
C 0.15147 -1.05698 -2.28346 -0.4 0.6 -0.1 -0.014
H 1.44887 -1.07910 1.91815 -0.1 0.1 0.0 0.230
H 0.77813 -0.05266 3.19772 0.0 -0.1 -0.1 0.237
H -0.17913 -1.39452 2.54729 0.1 0.1 0.0 0.236
H -1.02434 1.73881 -0.16470 0.1 -0.1 0.2 0.254
H -0.46792 1.77117 -2.84585 0.0 -0.1 0.0 0.343
H 0.75486 -1.77236 -1.76674 -0.1 0.2 0.1 0.240
```
Forces are in eV/Å.

***

4.
Molecular formula: C21H26NO
Method: DFT, ωB97M-V/def2-TZVPD

gap between HOMO and LUMO: 0.194 Ha
relative energy (zero: lowest compared OMol25 entry of this formula, charge and spin): 2.680 eV
net charge: +1
HOMO energy: -10.377 eV
spin multiplicity: 1
electronic energy: -945.48265 a.u.

```
49
Properties=species:S:1:pos:R:3:forces:R:3:nbo_charge:R:1
C -3.76734 0.48948 2.59734 -0.6 0.6 -0.3 -0.265
O -2.43054 -0.04711 2.53882 0.6 -2.4 -0.5 -0.400
C -2.17852 -1.10345 1.80569 -1.1 0.9 1.7 0.528
C -1.15929 -2.04936 2.19862 1.0 -0.1 -0.2 -0.250
C -0.21778 -2.37791 1.20507 -0.3 -0.4 0.0 -0.090
C 0.79862 -3.28680 1.46672 -0.1 0.0 0.1 -0.226
C 0.85784 -3.91333 2.71715 -0.3 0.2 -0.1 -0.128
C -0.08177 -3.59911 3.71257 0.1 -0.1 0.0 -0.212
C -1.07084 -2.65190 3.48182 -0.2 0.8 -0.4 -0.128
H -4.16663 0.21910 3.58045 0.1 0.1 -0.3 0.228
H -3.66870 1.57465 2.49858 -0.1 -0.3 0.1 0.232
H -4.40323 0.08829 1.79621 0.3 0.0 0.2 0.205
H -2.92501 -1.37703 1.04066 0.5 0.4 0.0 0.213
H -0.32046 -1.86490 0.24977 0.3 -0.2 0.1 0.239
H 1.52858 -3.50503 0.68677 -0.2 0.0 0.3 0.240
H 1.62764 -4.65708 2.91729 -0.2 0.2 0.0 0.239
H -0.03253 -4.10607 4.67958 0.0 0.2 -0.3 0.244
H -1.79203 -2.35495 4.24516 0.3 -0.3 -0.1 0.231
C 0.51043 1.42457 1.11279 0.3 0.1 -0.2 -0.402
N 0.77808 1.35918 -0.31849 -0.1 0.1 0.4 -0.440
C -0.12514 0.74653 -1.14491 -0.3 -0.5 0.4 0.276
C -1.26267 0.14157 -0.66308 1.2 0.7 -0.5 -0.384
C -2.19437 -0.61766 -1.52882 -0.9 0.0 -0.7 -0.427
C -1.66176 -0.91719 -2.94548 0.1 -0.1 0.3 -0.389
C -0.90269 0.26476 -3.52787 -0.1 0.2 0.2 -0.395
C 0.23362 0.73056 -2.61500 0.1 -0.3 -0.2 -0.444
C 2.01926 1.92079 -0.77043 0.7 0.4 0.0 0.125
C 3.17640 1.12680 -0.87579 -0.5 0.3 0.0 -0.180
C 4.37682 1.70152 -1.29904 -0.1 0.1 -0.1 -0.217
C 4.43580 3.06182 -1.62757 -0.2 -0.1 0.1 -0.203
C 3.30152 3.86511 -1.45188 0.1 -0.2 0.0 -0.188
C 2.10416 3.30375 -1.00804 0.0 -0.5 -0.1 -0.231
H 1.23635 2.11453 1.55770 -0.2 -0.3 0.0 0.233
H -0.50281 1.80195 1.30494 0.1 0.0 0.0 0.191
H 0.61269 0.43318 1.58223 0.0 0.2 0.0 0.189
H -1.53333 0.27059 0.37797 0.1 0.3 -0.2 0.179
H -2.45498 -1.56972 -1.04546 -0.1 0.0 -0.2 0.182
H -3.14478 -0.06578 -1.63999 0.1 -0.2 0.1 0.203
H -0.99053 -1.78185 -2.89740 0.0 0.0 0.0 0.196
H -2.49193 -1.18901 -3.60651 0.1 0.0 0.2 0.222
H -0.49428 0.00523 -4.50924 -0.1 0.1 0.1 0.224
H -1.59044 1.10413 -3.67360 0.0 -0.1 0.0 0.203
H 0.56093 1.72913 -2.93779 0.0 -0.2 0.2 0.240
H 1.09990 0.06110 -2.74848 -0.1 0.2 0.1 0.225
H 3.11302 0.06558 -0.62078 0.1 0.3 -0.1 0.211
H 5.27199 1.08199 -1.37471 -0.3 0.2 0.0 0.225
H 5.36501 3.49786 -2.01092 -0.4 -0.2 0.3 0.229
H 3.34501 4.93600 -1.65581 0.0 -0.3 0.0 0.226
H 1.21069 3.91551 -0.85684 0.3 -0.2 -0.1 0.225
```
Forces are in eV/Å.

***

5.
Molecular formula: C18H43NNaO4
Method: DFT, ωB97M-V/def2-TZVPD

gap between HOMO and LUMO: 0.350 Ha
relative energy (zero: lowest compared OMol25 entry of this formula, charge and spin): 0.325 eV
net charge: +1
HOMO energy: -11.696 eV
spin multiplicity: 1
electronic energy: -1229.48280 a.u.

```
67
Properties=species:S:1:pos:R:3:forces:R:3:nbo_charge:R:1
Na -0.44366 -0.43848 0.33624 0.1 -0.1 -0.2 0.917
C -1.91275 -2.54831 4.14758 0.1 0.2 0.4 -0.633
C -0.71095 -1.83230 3.54588 -0.6 0.1 -0.3 0.096
C 0.19618 -2.72171 2.73848 0.3 -0.5 -0.4 -0.637
O -1.19436 -0.82457 2.61429 0.1 0.2 -0.2 -0.788
H -2.56388 -3.02469 3.41461 0.3 0.0 -0.2 0.215
H -2.53756 -1.83149 4.68833 0.1 0.0 0.1 0.211
H -1.58375 -3.29509 4.87256 0.0 0.0 -0.1 0.229
H -0.16586 -1.30490 4.33388 0.1 -0.2 0.0 0.179
H 0.74989 -3.43341 3.35234 0.0 0.2 0.2 0.235
H 0.92066 -2.15166 2.15165 0.1 0.1 0.2 0.216
H -0.35028 -3.33332 2.01437 -0.3 0.1 0.1 0.213
H -1.72975 -0.18791 3.10254 0.0 -0.1 0.0 0.484
C -2.91753 3.39025 -1.14443 0.6 0.5 -0.8 -0.646
C -1.80462 2.79680 -0.28108 -1.1 0.5 0.9 0.089
C -1.90510 3.44930 1.10318 0.2 0.1 0.0 -0.635
O -2.01041 1.37136 -0.19106 0.3 -0.1 0.2 -0.768
H -2.72112 4.45533 -1.30330 0.0 -0.1 0.0 0.229
H -3.92015 3.33707 -0.71543 0.2 -0.3 0.4 0.213
H -2.97251 2.94175 -2.13829 0.1 -0.1 0.1 0.224
H -0.79565 2.96965 -0.65335 -0.1 -0.2 -0.4 0.189
H -2.90047 3.26360 1.51354 0.1 0.0 0.1 0.204
H -1.78571 4.53124 1.01899 -0.1 0.0 -0.1 0.229
H -1.14135 3.13652 1.81842 -0.1 -0.3 -0.1 0.213
H -2.92565 1.27557 0.10515 0.1 -0.2 -0.1 0.476
C -4.00198 -1.89604 -0.98731 -0.2 -0.7 -0.2 -0.636
C -2.87920 -2.44353 -0.09194 -0.6 0.9 -1.2 0.089
C -3.01617 -3.92724 0.18083 0.6 0.2 0.5 -0.637
O -1.62349 -2.21984 -0.77584 0.2 0.2 0.3 -0.776
H -4.98455 -1.99593 -0.52012 0.1 0.1 0.1 0.224
H -4.06108 -2.49065 -1.90694 0.1 0.0 0.0 0.207
H -3.84702 -0.86462 -1.30158 0.1 0.1 0.2 0.214
H -2.83176 -1.75506 0.75534 0.1 -0.7 0.5 0.184
H -3.86339 -4.22193 0.79702 -0.2 0.2 -0.2 0.231
H -2.11794 -4.26331 0.70347 0.0 -0.1 0.0 0.218
H -3.02784 -4.43989 -0.78267 -0.3 -0.1 0.1 0.213
H -1.63484 -2.69248 -1.61646 0.0 0.0 0.1 0.482
C 4.25188 0.51176 0.24519 -0.4 0.2 -0.2 -0.638
C 2.81532 1.04722 0.13344 0.0 0.4 -0.4 0.114
C 2.87130 2.48552 -0.40829 0.2 0.0 -0.7 -0.396
C 3.08325 2.57583 -1.92345 -0.4 -0.3 0.5 -0.407
C 2.08078 1.70968 -2.67609 0.4 0.3 -0.6 -0.400
C 2.00000 0.24512 -2.23035 0.3 0.4 0.3 0.106
N 1.95048 0.22374 -0.75326 -1.0 0.6 0.4 -0.214
O 1.85519 -1.10630 -0.24654 0.2 0.0 -0.5 -0.620
C 0.68840 -0.31770 -2.77226 0.0 0.0 -0.5 -0.610
C 3.20839 -0.52711 -2.79569 0.1 0.2 0.4 -0.653
C 2.12148 1.09267 1.48602 0.4 -0.6 0.6 -0.606
H 4.79244 0.84887 -0.63700 0.3 -0.3 0.0 0.211
H 4.76516 0.92423 1.11233 -0.1 0.0 0.1 0.229
H 4.24549 -0.57585 0.31286 0.2 0.0 0.0 0.209
H 1.97214 3.05962 -0.17244 0.0 -0.2 0.3 0.203
H 3.74461 2.94944 0.05326 -0.3 0.2 0.3 0.223
H 2.91714 3.60611 -2.23765 0.3 0.1 0.0 0.226
H 4.11597 2.30299 -2.14383 0.0 0.0 -0.3 0.203
H 2.36870 1.72460 -3.73271 0.0 -0.2 0.0 0.222
H 1.09019 2.17232 -2.71913 -0.1 0.0 0.6 0.209
H 0.61834 -1.40009 -2.67016 0.0 0.0 0.0 0.212
H 0.62593 -0.04930 -3.83059 0.1 -0.3 -0.1 0.226
H -0.20109 0.15693 -2.34979 0.2 0.0 0.4 0.213
H 4.15041 -0.23400 -2.32917 -0.1 0.2 0.0 0.221
H 3.32173 -0.28860 -3.85102 -0.2 -0.5 -0.1 0.237
H 3.12178 -1.60081 -2.61432 -0.1 -0.1 -0.4 0.201
H 2.25758 0.12075 1.97253 -0.4 0.1 0.1 0.218
H 2.56057 1.81875 2.17218 0.2 0.1 -0.2 0.229
H 1.06261 1.34520 1.40353 0.0 0.0 -0.1 0.190
H 2.55946 -1.60171 -0.69646 -0.1 -0.2 0.3 0.469
```
Forces are in eV/Å.

***

6.
Molecular formula: C13H20BBaCl3GeN2O3
Method: DFT, ωB97M-V/def2-TZVPD

gap between HOMO and LUMO (spin up / spin down): 0.322 / 0.249 Ha
relative energy (zero: lowest compared OMol25 entry of this formula, charge and spin): 0.340 eV
net charge: +1
HOMO energy (spin up / spin down): -11.754 / -11.719 eV
spin multiplicity: 2
electronic energy: -4350.46922 a.u.
expectation value of S²: 0.75

```
44
Properties=species:S:1:pos:R:3:forces:R:3:nbo_charge:R:1
Ba -0.24884 -0.27226 -0.11533 0.0 -0.1 -0.2 1.767
N 1.28042 1.59877 1.36389 0.0 0.0 0.0 -0.922
C 1.24728 2.97395 0.82293 0.0 0.0 0.0 -0.234
C -0.14152 3.33492 0.32839 0.0 0.0 0.0 -0.240
N -0.52687 2.52104 -0.84846 0.0 0.0 0.0 -0.914
H 0.77616 1.57635 2.24927 0.0 0.0 0.0 0.391
H 2.23642 1.34977 1.59938 0.0 0.0 0.0 0.389
H 1.95949 3.03224 -0.00402 0.0 0.0 0.0 0.193
H 1.55925 3.71196 1.56520 0.0 0.0 0.0 0.210
H -0.17489 4.40449 0.11003 0.0 0.0 0.0 0.207
H -0.86942 3.14502 1.12102 0.0 0.0 0.0 0.208
H 0.03354 2.81069 -1.64580 0.0 0.0 0.0 0.375
H -1.48328 2.75239 -1.10278 0.0 0.0 0.0 0.387
Cl 0.10506 -2.72733 1.50738 -0.1 0.0 0.0 -0.671
Ge -1.89864 -2.37481 2.85271 0.2 0.1 0.2 0.978
Cl -0.79059 -1.93054 4.70088 -0.1 0.0 -0.2 -0.506
Cl -2.05237 0.01141 2.16633 -0.1 -0.1 0.0 -0.695
O 3.38539 -0.32137 -2.62181 0.0 0.0 0.0 -0.415
C 2.46698 -0.27049 -1.98533 0.0 0.0 0.0 0.449
C -7.59236 -5.17993 -2.93055 0.0 0.0 0.0 -0.609
C -6.43558 -4.85894 -3.87656 0.0 0.0 0.0 -0.083
C -5.81571 -6.18094 -4.35111 0.0 0.0 0.0 -0.596
C -6.99479 -4.09184 -5.08340 0.0 0.0 0.0 -0.596
C -5.35517 -4.01219 -3.20385 0.0 0.0 0.0 0.034
C -5.45171 -3.59738 -1.87438 0.0 0.0 0.0 -0.199
C -4.47466 -2.82283 -1.24744 0.0 0.0 0.0 -0.229
C -3.39575 -2.48530 -2.01658 0.1 0.0 0.0 0.184
O -2.25820 -1.72023 -1.67189 0.3 0.1 -0.1 -0.759
B -1.51544 -1.72622 -2.83840 -0.1 0.0 0.0 0.913
O -2.06899 -2.39717 -3.86548 -0.1 -0.1 0.0 -0.680
C -3.27537 -2.88470 -3.33263 0.0 0.0 0.0 0.277
C -4.22975 -3.64309 -3.95472 0.0 0.0 0.0 -0.253
H -8.33094 -5.78167 -3.46060 0.0 0.0 0.0 0.224
H -8.09486 -4.27614 -2.58118 0.0 0.0 0.0 0.212
H -7.26180 -5.75488 -2.06364 0.0 0.0 0.0 0.213
H -6.57761 -6.79584 -4.83228 0.0 0.0 0.0 0.219
H -5.40487 -6.74279 -3.51057 0.0 0.0 0.0 0.215
H -5.01575 -6.01918 -5.07467 0.0 0.0 0.0 0.205
H -7.76868 -4.68473 -5.57308 0.0 0.0 0.0 0.219
H -6.22314 -3.87879 -5.82429 0.0 0.0 0.0 0.205
H -7.43750 -3.14419 -4.77174 0.0 0.0 0.0 0.214
H -6.31567 -3.88024 -1.29247 0.0 0.0 0.0 0.233
H -4.56827 -2.51219 -0.21601 0.0 0.0 0.0 0.239
H -4.10618 -3.94042 -4.98668 0.0 0.0 0.0 0.240
```
Forces are in eV/Å.

***

> Which value of electronic energy does entry 2 give?

-970.82418 a.u.

***

> electronic energy of number 4 (C21H26NO)?

-945.48265 a.u.

***

> Which formula does entry 6 have?

C13H20BBaCl3GeN2O3

***

What did the third record say?
Molecular formula: C4H6N2
Method: DFT, ωB97M-V/def2-TZVPD

gap between HOMO and LUMO: 0.356 Ha
relative energy (zero: lowest compared OMol25 entry of this formula, charge and spin): 5.242 eV
net charge: 0
HOMO energy: -8.797 eV
spin multiplicity: 1
electronic energy: -265.34293 a.u.

```
12
Properties=species:S:1:pos:R:3:forces:R:3:nbo_charge:R:1
C 0.53294 -0.60526 2.28591 0.0 -0.1 0.1 -0.689
C -0.04754 0.30506 1.30079 -0.2 0.4 -0.2 -0.015
C -0.55823 1.10118 0.55563 0.2 -0.4 0.3 -0.265
N -1.04153 1.04024 -2.42383 0.1 -0.1 -0.1 -0.562
N -0.34757 0.00441 -2.32090 0.2 -0.6 -0.1 0.005
C 0.15147 -1.05698 -2.28346 -0.4 0.6 -0.1 -0.014
H 1.44887 -1.07910 1.91815 -0.1 0.1 0.0 0.230
H 0.77813 -0.05266 3.19772 0.0 -0.1 -0.1 0.237
H -0.17913 -1.39452 2.54729 0.1 0.1 0.0 0.236
H -1.02434 1.73881 -0.16470 0.1 -0.1 0.2 0.254
H -0.46792 1.77117 -2.84585 0.0 -0.1 0.0 0.343
H 0.75486 -1.77236 -1.76674 -0.1 0.2 0.1 0.240
```
Forces are in eV/Å.